1.
C12H14LuN2P | ωB97M-V with the def2-TZVPD basis set

Last column: Löwdin charge in e.
Geometry (Å):
C -1.0130 -0.4672 -3.3259  -0.239
C -1.7095 0.7425 -3.5940  -0.177
C -0.8039 1.8239 -3.3319  -0.179
C 0.4826 1.2928 -3.0669  -0.210
C 0.3612 -0.1331 -2.9603  -0.306
Lu 0.4944 -2.0387 -0.3898  1.128
P -0.3841 -4.6656 -0.7614  0.567
H -1.3839 -1.4909 -3.4022  0.040
H -2.7610 0.8117 -3.8576  0.067
H -1.0472 2.8847 -3.4165  0.071
H 1.1892 -0.8533 -2.8547  0.002
H 1.4089 1.8386 -2.8899  0.070
H 0.6339 -5.4312 -1.4448  -0.113
H -1.4738 -5.0780 -1.6041  -0.112
H -0.6194 -5.5902 0.3207  -0.111
N 0.3530 -0.7689 3.1855  0.081
C 0.2448 -1.4598 2.0297  -0.373
N 0.2157 -0.5123 1.0088  -0.195
C 0.4442 0.7537 1.5669  -0.235
C 0.4556 2.0115 0.9663  0.006
C 0.5693 3.1221 1.8152  -0.081
C 0.6686 2.9555 3.2100  -0.092
C 0.6490 1.6786 3.7931  -0.021
C 0.5271 0.5865 2.9334  -0.209
H 0.3915 -1.1801 4.1144  0.163
H -0.3419 -2.3953 1.9630  0.041
H 0.3740 2.0557 -0.1187  0.106
H 0.5841 4.1329 1.4021  0.104
H 0.7607 3.8419 3.8400  0.101
H 0.7298 1.5322 4.8693  0.106

E_LUMO (alpha / beta) = -0.92 / -0.70 eV
strongest force on any atom = 2.34 eV Å⁻¹
energy above the lowest of the compared OMol25 structures with the same formula, charge and spin = 0.0 kcal/mol
charge = 0
HOMO level (alpha / beta) = -5.5 / -5.8 eV

2.
C12H14N2O | ωB97M-V with the def2-TZVPD basis set

Last column: Löwdin charge in e.
Geometry (Å):
C -0.8423 0.6425 3.1994  -0.037
C -0.2637 0.3862 1.8025  -0.207
C -1.0262 -0.2446 0.9307  -0.008
C -0.8481 -0.4367 -0.5240  -0.218
C -0.4847 -1.8208 -0.9893  -0.219
C -0.8975 -1.9596 -2.4743  -0.179
O -2.0768 -1.9979 -2.7031  0.077
N 0.9687 -2.1811 -0.7981  0.003
N 1.8010 -1.3531 -0.0803  0.089
C 1.6224 -0.1089 -0.2623  -0.217
C 2.0909 0.8108 0.7561  -0.030
C 1.1491 0.8732 1.6901  -0.051
C 0.3212 0.3881 -1.0159  -0.272
C 0.2143 1.2785 -2.2185  -0.058
C 0.1201 1.9208 -0.8580  -0.063
H -0.4024 0.1110 3.9223  0.034
H -1.9220 0.6610 3.2659  0.084
H -0.5040 1.6624 3.4089  0.081
H -1.9788 -0.6341 1.2047  0.117
H -1.7680 -0.2235 -1.1567  0.174
H -0.9135 -2.5994 -0.4851  0.120
H -0.0656 -2.1380 -3.0755  0.107
H 0.9971 -3.0494 -0.2903  0.109
H 3.0775 1.0853 0.9243  0.096
H 1.4088 1.4192 2.5566  0.092
H -0.6470 1.2335 -2.7903  0.082
H 1.0050 1.4964 -2.8965  0.096
H 0.7442 2.5590 -0.2359  0.111
H -0.8797 2.2193 -0.8075  0.088

E_LUMO = 0.67 eV
strongest force on any atom = 4.31 eV Å⁻¹
energy above the lowest of the compared OMol25 structures with the same formula, charge and spin = 150.5 kcal/mol
SMILES = CC1=C[C@@H]2[C@@H](C=O)NN=C(C=C1)C21CC1
charge = 0
HOMO level = -8.6 eV